Record 1
Density functional theory data (wB97M-V/def2-TZVPD) for a structure of composition C28H36HfN5O2S at a distorted geometry.

Properties
* molecular weight: 685.19 g/mol
* E_tot: -1958.86374 Eh
* HOMO-LUMO gap: 8.04 eV
* HOMO: -10.86 eV

```
! RIJCOSX wB97M-V def2-TZVPD def2/J DEFGRID3
* xyz 1 1
Hf -0.016 0.596 0.089
N 1.421 8.086 -2.220
C 1.525 6.811 -1.774
C 0.365 6.046 -1.535
C 0.465 4.751 -1.096
C 1.732 4.198 -0.885
C 2.892 4.933 -1.118
C 2.786 6.232 -1.557
S 1.872 2.568 -0.395
O 3.228 2.184 -0.176
O 0.957 2.345 0.799
N 1.084 1.602 -1.437
C 1.781 0.559 -2.066
N 1.267 -0.616 -1.676
C 1.828 -1.721 -2.168
C 2.886 -1.633 -3.049
C 3.328 -0.360 -3.387
N 2.779 0.754 -2.901
H 0.526 8.529 -2.308
H 2.236 8.662 -2.324
H -0.609 6.488 -1.701
H -0.429 4.165 -0.917
H 3.860 4.481 -0.952
H 3.680 6.814 -1.739
H 1.419 -2.667 -1.837
H 3.350 -2.519 -3.454
H 4.156 -0.223 -4.072
C -1.598 -0.660 -4.276
C -2.241 0.349 -3.366
C -3.197 1.242 -3.822
C -3.775 2.186 -2.972
C -4.841 3.114 -3.486
C -3.366 2.263 -1.646
C -2.418 1.369 -1.151
C -1.899 0.407 -2.019
N -1.859 1.409 0.151
C -2.688 1.381 1.384
C -3.611 2.594 1.522
C -1.700 1.413 2.559
C -3.511 0.094 1.415
H -2.167 -0.780 -5.196
H -1.522 -1.635 -3.794
H -0.589 -0.342 -4.550
H -3.508 1.199 -4.859
H -4.787 3.222 -4.568
H -4.757 4.103 -3.035
H -5.832 2.726 -3.240
H -3.765 3.042 -1.013
H -1.237 -0.380 -1.642
H -3.089 3.514 1.256
H -3.937 2.682 2.560
H -4.505 2.498 0.908
H -1.208 2.384 2.633
H -0.939 0.619 2.510
H -2.247 1.228 3.483
H -4.190 0.054 0.562
H -4.111 0.047 2.326
H -2.861 -0.784 1.385
C 1.047 -4.435 2.365
C -0.177 -3.536 2.589
C -0.303 -3.179 4.076
C -1.449 -4.252 2.112
C -0.018 -2.298 1.817
C 0.113 -1.261 1.188
H 0.925 -5.362 2.927
H 1.959 -3.943 2.705
H 1.160 -4.684 1.310
H -0.424 -4.093 4.660
H -1.170 -2.541 4.252
H 0.587 -2.659 4.430
H -1.570 -5.184 2.666
H -1.391 -4.488 1.049
H -2.332 -3.634 2.282
*
```



Record 2
Density functional theory data (wB97M-V/def2-TZVPD) for a structure of composition C28H36N9O4RuS4 at a distorted geometry.

Properties
* molecular weight: 791.99 g/mol
* E_tot: -3569.88930 Eh
* relative energy (zero: lowest compared OMol25 entry of this formula, charge and spin): 0.578 eV
* HOMO-LUMO gap (alpha / beta): 4.82 / 6.50 eV
* HOMO (alpha / beta): -5.46 / -7.15 eV

```
! RIJCOSX wB97M-V def2-TZVPD def2/J DEFGRID3
* xyz 0 2
Ru -0.205 -0.304 -0.321
C -4.245 -1.218 4.153
C -4.116 0.147 3.489
N -3.896 0.077 2.051
C -2.655 -0.217 1.569
S -2.550 -0.057 -0.276
N -1.648 -0.494 2.297
N -0.445 -0.582 1.665
C 0.622 -0.950 2.372
C 0.550 -1.406 3.796
C 1.825 -0.804 1.668
C 3.112 -1.082 2.211
C 4.234 -0.843 1.478
C 4.121 -0.299 0.175
C 2.861 -0.059 -0.309
N 1.732 -0.310 0.369
H -4.303 -1.111 5.238
H -3.380 -1.837 3.914
H -5.143 -1.736 3.812
H -3.275 0.695 3.915
H -5.018 0.739 3.650
H -4.657 -0.261 1.476
H -0.473 -1.673 4.050
H 0.871 -0.621 4.487
H 1.190 -2.274 3.961
H 3.189 -1.472 3.217
H 5.210 -1.057 1.895
H 4.989 -0.075 -0.427
H 2.728 0.355 -1.302
C -2.074 3.994 -0.375
C -1.854 2.500 -0.317
S -0.229 2.016 -0.001
C -2.905 1.672 -0.470
C -4.320 2.095 -0.739
S -4.069 -1.177 -0.894
H -1.150 4.521 -0.149
H -2.840 4.306 0.338
H -2.407 4.289 -1.372
H -4.328 3.007 -1.334
H -4.869 2.289 0.188
H -4.865 1.327 -1.286
N 0.323 0.487 -7.747
C 0.240 0.366 -6.609
C 0.146 0.219 -5.168
C -0.642 -0.774 -4.611
C -0.684 -0.890 -3.233
N 0.003 -0.088 -2.411
C 0.746 0.882 -2.959
C 0.846 1.068 -4.329
H -1.220 -1.444 -5.232
H -1.293 -1.646 -2.755
H 1.252 1.538 -2.266
H 1.453 1.868 -4.728
C 3.876 -7.756 -2.284
C 3.134 -8.538 -1.208
S 2.891 -7.628 0.295
O 4.008 -6.734 0.490
O 2.531 -8.560 1.332
C 1.472 -6.612 -0.061
C 1.401 -5.474 0.954
N 0.463 -4.438 0.521
C 0.821 -3.336 -0.168
N -0.225 -2.535 -0.378
C -1.305 -3.158 0.185
C -0.895 -4.320 0.740
N -1.706 -5.308 1.403
O -2.839 -4.994 1.674
O -1.201 -6.399 1.619
C 2.199 -3.119 -0.674
H 4.239 -8.437 -3.053
H 4.729 -7.235 -1.853
H 3.232 -7.019 -2.765
H 3.683 -9.421 -0.878
H 2.135 -8.847 -1.522
H 0.590 -7.247 0.007
H 1.603 -6.231 -1.076
H 2.376 -5.009 1.071
H 1.083 -5.860 1.916
H -2.314 -2.776 0.134
H 2.494 -3.933 -1.340
H 2.930 -3.059 0.134
H 2.220 -2.187 -1.226
*
```



Which of these has the lowest molecular weight?
C28H36HfN5O2S